# 1
The following is a DFT calculation (ωB97M-V with the def2-TZVPD basis set) of a structure of composition C14H10F5N4OPtS2 in a non-equilibrium geometry.

Geometry as XYZ:
```
37
Properties=species:S:1:pos:R:3
Pt -0.590 -0.597 0.518
S 0.819 -2.479 0.529
S 2.148 0.274 0.016
F -2.299 -6.547 1.205
F 1.945 -7.177 -0.790
F -0.452 -8.212 0.080
F -1.805 -3.890 1.434
F 2.426 -4.548 -0.611
O -1.694 -1.308 -1.041
N 0.305 0.164 2.130
N 3.641 -0.877 1.888
N 1.518 -0.259 2.560
N -1.554 1.181 0.657
C -2.915 2.998 -0.052
C -0.204 -6.889 0.178
C -2.931 -1.821 -0.722
C 1.243 -5.010 -0.175
C 2.405 -0.350 1.626
C -2.671 3.685 1.160
C -0.225 1.298 2.592
C -0.889 -4.672 0.839
C -2.362 1.751 -0.231
C 1.005 -6.364 -0.270
C -1.875 3.104 2.100
C 0.310 -4.107 0.374
C -1.242 1.864 1.829
C -1.146 -6.030 0.737
H 3.654 -1.532 2.656
H -3.100 -1.955 0.358
H -1.681 3.573 3.053
H -2.567 1.181 -1.126
H -3.115 4.657 1.321
H -3.505 3.457 -0.828
H 4.100 -1.212 1.053
H -3.074 -2.801 -1.210
H 0.217 1.784 3.454
H -3.737 -1.163 -1.095
```

Summary:
charge = -1
DFT total energy = -61192.650 eV
strongest force on any atom = 2.96 eV Å⁻¹
LUMO (alpha / beta) = 1.77 / 1.76 eV

---

# 2
The following is a DFT calculation (ωB97M-V with the def2-TZVPD basis set) of a structure of composition C17H41BrN6O10P4SiV.

Geometry as XYZ:
```
81
Properties=species:S:1:pos:R:3
Br -2.710 -0.410 1.295
V -0.816 -0.804 -0.237
P -0.738 -2.975 -2.231
P 0.436 2.474 1.646
P 0.320 -3.642 0.356
P 2.071 0.500 3.068
Si -2.573 1.071 -2.511
O 2.438 -0.268 1.877
O 0.508 -3.366 -1.252
O 1.857 -3.746 0.831
O -1.676 -2.158 -1.324
O -0.235 -2.424 -3.498
O -0.195 -2.330 0.939
O -0.101 1.441 0.760
O -1.521 -4.357 -2.432
O -0.362 -4.924 0.590
O 1.457 1.974 2.811
N -0.708 3.313 2.473
N 0.912 -0.289 -1.505
N 0.910 -0.215 3.988
N -1.172 0.534 -1.631
N 1.358 3.564 0.814
N 3.406 0.892 3.988
C 4.709 0.432 3.524
C 0.887 -1.676 4.014
C 0.526 0.385 5.250
C 0.091 0.609 -2.118
C -4.102 0.206 -1.914
C -2.799 2.921 -2.287
C -2.345 0.680 -4.333
C -0.558 3.780 3.837
C 2.204 -0.365 -1.822
C 3.483 2.122 4.754
C 2.312 2.984 -0.132
C -2.107 3.130 2.074
C 3.055 -1.366 -1.102
C 0.596 1.488 -3.092
C 1.885 4.711 1.527
C 2.747 0.457 -2.801
C 1.925 1.384 -3.433
H -0.054 2.219 -3.550
H 2.221 5.459 0.806
H -1.035 -4.923 -3.043
H 1.237 0.143 6.053
H 0.455 1.467 5.163
H -0.999 4.776 3.938
H -4.904 0.354 -2.643
H 2.502 2.430 5.110
H -2.787 3.173 -1.224
H -3.913 -0.864 -1.809
H 5.218 1.207 2.936
H -0.132 -2.004 4.221
H -2.623 4.092 2.138
H -1.853 1.478 -4.892
H 3.244 2.683 0.367
H 2.547 -1.768 -0.235
H 2.550 3.728 -0.895
H 3.794 0.363 -3.058
H 2.079 -4.686 0.861
H -2.168 2.748 1.060
H 1.110 5.168 2.141
H 3.900 2.943 4.156
H -2.009 3.497 -2.777
H 4.596 -0.448 2.898
H -0.458 0.009 5.538
H -3.758 3.244 -2.703
H 2.336 2.040 -4.193
H -2.599 2.400 2.720
H 4.125 1.975 5.626
H 2.737 4.446 2.168
H 1.173 -2.062 3.043
H -1.744 -0.228 -4.438
H 5.336 0.184 4.385
H 1.556 -2.072 4.790
H 0.490 3.843 4.123
H -4.428 0.572 -0.940
H 3.307 -2.187 -1.776
H -1.070 3.112 4.538
H 1.880 2.114 -0.620
H 3.982 -0.893 -0.772
H -3.319 0.498 -4.797
```

Summary:
charge = -1
multiplicity = 3
DFT total energy = -188493.704 eV
strongest force on any atom = 0.95 eV Å⁻¹
LUMO (alpha / beta) = 2.15 / 2.15 eV
energy relative to the best compared isomer or geometry (same formula, charge and spin) = 43.9 kcal/mol

---

# 3
The following is a DFT calculation (ωB97M-V with the def2-TZVPD basis set) of an isolated molecule of C3HCl2F3 in a non-equilibrium geometry.

Geometry as XYZ:
```
9
Properties=species:S:1:pos:R:3
Cl 1.117 -1.957 -0.492
Cl -0.891 1.452 1.424
F 0.068 0.325 -2.255
F 1.400 0.376 0.955
F -1.971 -0.474 0.058
C 0.616 -0.250 0.137
C 0.131 0.807 -0.932
C -0.737 0.240 0.146
H 0.607 1.758 -0.766
```

Summary:
structure (SMILES) = FC1[C@](F)(Cl)[C@@]1(F)Cl
DFT total energy = -36321.486 eV
strongest force on any atom = 4.44 eV Å⁻¹
LUMO = -0.21 eV
energy relative to the best compared isomer or geometry (same formula, charge and spin) = 47.5 kcal/mol

---

# 4
The following is a DFT calculation (ωB97M-V with the def2-TZVPD basis set) of a structure of composition C34H59BeClN2O2Si in a non-equilibrium geometry.

Geometry as XYZ:
```
100
Properties=species:S:1:pos:R:3
Cl -2.030 2.762 -0.323
Si -2.367 0.023 -2.634
O 0.213 -1.825 -3.330
O 1.577 0.274 -2.556
N 0.713 1.539 2.933
N -1.393 -0.057 2.441
C 3.208 -1.443 -2.052
C 1.821 -2.081 -5.187
C 2.308 -0.369 -1.503
C 4.352 1.369 2.221
C -1.061 2.688 1.106
C 0.283 1.533 4.210
C -1.812 -3.225 0.543
C -3.143 -3.104 0.126
C 2.337 3.310 2.327
C 0.553 -3.855 -2.078
C 1.106 2.197 5.270
C 1.376 4.432 2.584
C -2.904 -1.528 -3.587
C 2.045 1.965 2.626
C -1.224 -2.226 1.327
C -0.194 -3.200 -3.207
C 3.598 3.630 1.820
C -1.521 -0.084 3.778
C -1.863 1.299 -3.917
C -0.940 -0.189 -1.384
C -4.035 0.539 -1.915
C -2.360 -1.153 4.411
C 2.134 2.515 -1.537
C 3.092 1.025 2.712
C -4.110 0.259 1.635
C 1.577 1.693 -2.684
C 0.574 -1.421 -4.668
C -0.873 0.854 4.582
C 2.865 -0.292 3.386
C -3.894 -1.989 0.499
C -1.978 -1.074 1.634
C 0.198 -2.322 1.792
C 4.595 2.658 1.736
C -3.322 -0.953 1.239
Be -0.536 1.215 1.886
H 2.079 -1.596 -6.133
H -4.950 -1.915 0.215
H 3.904 -1.771 -1.271
H -1.221 -4.107 0.286
H 1.969 3.574 -1.773
H 2.018 1.626 5.497
H 1.029 4.878 1.643
H 0.506 2.243 6.186
H -3.425 -1.044 4.162
H 2.654 -1.941 -4.493
H 0.281 -2.209 2.883
H -4.297 0.294 2.717
H 1.595 -4.029 -2.356
H -0.272 -1.593 -5.352
H 5.138 0.614 2.240
H 5.574 2.914 1.335
H 3.689 -0.972 3.143
H -1.270 -3.235 -2.985
H 1.928 -0.770 3.074
H -3.594 1.185 1.350
H -1.834 2.305 -3.476
H -2.190 -1.810 -4.372
H 0.528 1.965 -2.862
H 0.733 -0.342 -4.593
H -4.732 0.708 -2.750
H -3.591 -3.894 -0.480
H 3.212 2.373 -1.406
H 0.628 -3.297 1.527
H -3.976 1.466 -1.334
H 2.832 -0.195 4.482
H -1.650 3.186 1.889
H -0.030 -3.730 -4.160
H 2.871 0.369 -0.910
H -4.467 -0.241 -1.272
H -3.063 -2.393 -2.926
H 1.666 -3.147 -5.375
H -5.086 0.254 1.132
H -2.034 -2.161 4.113
H -2.255 -1.075 5.498
H 0.006 -0.448 -2.033
H 1.394 3.219 4.995
H -1.163 0.895 5.630
H -0.747 0.712 -0.799
H 0.828 -1.549 1.318
H -0.883 1.096 -4.369
H 1.617 2.307 -0.594
H -1.146 -1.018 -0.696
H 3.787 4.661 1.516
H 1.569 -0.832 -0.824
H 1.888 5.238 3.134
H -2.607 1.302 -4.727
H 0.092 -4.821 -1.850
H 2.616 -2.317 -2.342
H 0.528 -3.252 -1.163
H 0.504 4.137 3.174
H -3.868 -1.306 -4.076
H 3.785 -1.092 -2.914
H 2.115 1.903 -3.617
H -0.170 3.287 0.883
```

Summary:
DFT total energy = -64094.026 eV
strongest force on any atom = 3.07 eV Å⁻¹
LUMO = 0.51 eV
energy relative to the best compared isomer or geometry (same formula, charge and spin) = 8.4 kcal/mol

---

# 5
The following is a DFT calculation (ωB97M-V with the def2-TZVPD basis set) of a cluster of 4 separate species, C20H22Cl2F24NO5P in total.

Geometry as XYZ:
```
75
Properties=species:S:1:pos:R:3
Cl -3.580 -1.957 6.304
Cl -0.998 -0.977 4.120
P -5.256 -1.777 3.739
F 1.017 -2.074 -5.038
F 1.939 6.591 2.414
F -1.591 0.013 0.545
F 0.803 0.427 -6.083
F 6.820 -0.695 -4.437
F 2.677 -0.559 -6.563
F 1.371 4.065 3.306
F 4.978 -1.386 -5.389
F -1.474 -2.782 -2.597
F 6.029 1.846 -4.554
F 3.052 2.684 3.519
F 0.090 7.740 2.192
F 0.140 -4.090 -0.662
F -0.236 -0.383 -1.748
F -1.311 -4.961 -2.760
F 4.685 0.566 -3.389
F -0.347 5.149 1.535
F -0.423 6.496 -0.166
F 0.967 0.328 -0.061
F -1.537 -2.115 0.059
F 3.196 2.317 0.883
F 1.365 -4.805 -2.300
F 3.487 4.401 1.491
F 2.759 -1.443 -3.869
O -6.122 -3.962 5.063
O -5.944 -5.544 3.658
O 1.336 5.203 0.041
O 2.612 1.101 -5.041
O 1.266 -2.638 -1.966
N -6.537 -4.569 3.842
C -0.780 -1.069 0.445
C 2.014 3.033 2.727
C -6.362 -2.555 4.999
C 1.636 -1.009 -4.468
C -3.660 -1.329 4.627
C 1.055 7.073 1.521
C -0.637 -3.798 -2.892
C 2.560 3.432 1.352
C 1.544 3.822 0.270
C 5.810 -0.335 -5.259
C 1.979 0.007 -5.564
C 3.917 1.477 -5.433
C -2.512 -1.880 3.781
C 0.544 -3.805 -1.912
C 0.407 5.922 0.737
C -2.312 -3.398 3.877
C 5.083 0.865 -4.643
C 0.319 -0.762 -0.573
C 1.401 -1.821 -0.819
C -6.025 -0.150 3.395
H -6.195 -2.172 6.003
H 0.606 3.279 0.395
H 1.563 7.753 0.835
H -0.279 -3.690 -3.915
H -6.800 -0.322 2.647
H 0.975 -0.558 -3.728
H -5.256 0.466 2.925
H -2.274 -3.820 2.872
H 6.226 -0.075 -6.235
H 1.986 3.465 -0.659
H -3.561 -0.249 4.727
H 3.967 2.541 -5.209
H 1.597 -2.405 0.081
H 2.307 -1.245 -1.014
H -2.781 -1.649 2.748
H -3.139 -3.880 4.398
H -1.374 -3.626 4.377
H -6.441 0.362 4.263
H 4.068 1.373 -6.508
H -0.353 -1.274 1.429
H 1.335 2.181 2.639
H -7.393 -2.380 4.674
```

Summary:
structure (SMILES) = C[C@H](Cl)[C@H](Cl)P(C)CON=O.FC(F)C(F)(F)COC(F)(F)C(F)F.FC(F)C(F)(F)COC(F)(F)C(F)F.FC(F)C(F)(F)COC(F)(F)C(F)F
DFT total energy = -132375.169 eV
strongest force on any atom = 0.81 eV Å⁻¹
LUMO = 0.07 eV

---

# 6
The following is a DFT calculation (ωB97M-V with the def2-TZVPD basis set) of an isolated molecule of C4H7NO2.

Geometry as XYZ:
```
14
Properties=species:S:1:pos:R:3
O 0.804 1.262 -1.596
O -0.701 -0.632 2.715
N -0.859 -0.052 -2.406
C -0.373 -0.099 -0.010
C 0.770 0.089 0.977
C -0.038 0.416 -1.394
C 0.314 -0.055 2.402
H -1.152 -1.018 -2.349
H 1.217 1.080 0.854
H -0.675 -1.149 -0.053
H 1.531 -0.644 0.712
H 0.956 0.341 3.210
H -0.461 0.108 -3.324
H -1.334 0.354 0.262
```

Summary:
structure (SMILES) = NC(=O)CCC=O
DFT total energy = -9846.727 eV
strongest force on any atom = 0.93 eV Å⁻¹
LUMO = 0.73 eV
energy relative to the best compared isomer or geometry (same formula, charge and spin) = 12.7 kcal/mol

---

# 7
The following is a DFT calculation (ωB97M-V with the def2-TZVPD basis set) of a structure of composition C56H48AsCsN2OP3Te in a non-equilibrium geometry.

Geometry as XYZ:
```
113
Properties=species:S:1:pos:R:3
Cs -1.237 2.392 0.351
Te -5.284 -0.698 3.016
As 4.619 -1.262 -1.201
P -2.411 0.821 3.170
P 1.617 2.186 -1.194
P -3.080 -0.509 0.408
O -3.672 5.046 -1.260
N -4.445 -5.352 4.277
N -2.936 4.368 -0.675
C 7.709 1.303 -2.449
C 1.524 2.257 -5.811
C 0.448 1.876 -3.698
C 2.063 4.990 -1.490
C -5.251 -3.992 0.088
C 6.884 0.460 -1.709
C 3.919 -4.750 -4.335
C -3.619 -2.226 0.161
C -2.470 0.230 4.906
C -2.907 -4.536 0.104
C 5.489 0.124 -3.638
C -3.368 0.452 7.135
C -4.948 -2.639 0.122
C 2.174 0.315 2.659
C 2.983 6.371 0.258
C -2.665 -0.676 7.533
C -5.937 -3.500 3.928
C 5.771 -0.130 -2.295
C 0.407 1.869 -5.090
C -3.270 0.902 5.826
C 0.241 1.384 3.616
C -5.017 1.599 0.291
C -6.263 2.113 -1.708
C 3.134 1.179 -0.908
C -4.875 -2.680 3.576
C 3.013 -3.046 -2.897
C -1.753 -0.892 5.318
C 5.203 -4.387 -3.945
C 1.343 -0.512 1.918
C -1.854 -1.346 6.625
C -3.369 -0.322 2.192
C 3.091 5.254 1.077
C -5.667 -4.817 4.273
C 1.620 1.258 3.516
C -4.379 0.543 -0.357
C 2.716 2.658 -3.759
C 5.390 -3.358 -3.034
C 2.984 -0.215 -1.511
C -5.610 1.080 -2.372
C 6.311 0.963 -4.378
C -0.041 -0.394 2.022
C 1.596 2.273 -3.019
C -0.607 0.562 2.865
C -4.673 0.306 -1.705
C 4.296 -2.673 -2.507
C -3.440 -4.548 3.929
C 2.681 2.649 -5.144
C -4.235 -4.940 0.089
C 2.825 -4.081 -3.808
C -3.596 -3.215 3.577
C 2.687 4.010 0.612
C 2.184 3.859 -0.685
C 7.422 1.554 -3.782
C -2.604 -3.182 0.139
C -5.961 2.373 -0.382
C 2.463 6.237 -1.020
H -2.744 -1.032 8.552
H -2.450 -4.994 3.931
H -1.108 -1.416 4.622
H -4.787 1.833 1.325
H -1.567 -2.866 0.151
H -6.286 -4.308 0.069
H 3.283 1.107 0.171
H 1.500 2.249 -6.893
H -0.492 1.555 -5.605
H -6.960 -3.144 3.934
H -6.466 3.176 0.140
H -2.733 -2.622 3.305
H -5.838 0.873 -3.410
H -0.185 2.099 4.311
H 3.997 1.705 -1.319
H 1.772 -1.267 1.271
H 6.397 -3.080 -2.744
H 8.576 1.755 -1.985
H 2.374 7.104 -1.662
H 1.822 -4.360 -4.107
H 2.146 -2.533 -2.498
H 6.092 1.148 -5.423
H -2.112 -5.270 0.089
H -6.480 -5.476 4.557
H 8.067 2.203 -4.362
H -7.003 2.710 -2.225
H -1.302 -2.224 6.935
H 2.772 3.147 1.265
H 3.626 2.962 -3.253
H 3.774 -5.552 -5.047
H 6.061 -4.907 -4.352
H 3.557 2.947 -5.706
H 4.637 -0.346 -4.116
H 1.664 4.903 -2.494
H 7.112 0.266 -0.667
H 2.144 -0.740 -1.052
H 3.492 5.351 2.078
H 3.302 7.340 0.617
H 2.798 -0.165 -2.584
H -0.422 1.549 -3.139
H -5.749 -1.908 0.127
H 3.250 0.208 2.587
H -4.479 -5.995 0.079
H -3.824 1.779 5.516
H -4.180 -0.505 -2.228
H 2.263 1.884 4.123
H -3.994 0.981 7.842
H -0.675 -1.067 1.464
```

Summary:
charge = +1
DFT total energy = -160416.349 eV
strongest force on any atom = 3.38 eV Å⁻¹
LUMO (alpha / beta) = -3.83 / -3.14 eV
energy relative to the best compared isomer or geometry (same formula, charge and spin) = 6.0 kcal/mol

---

# 8
The following is a DFT calculation (ωB97M-V with the def2-TZVPD basis set) of a structure of composition C4H8BFO3 in a non-equilibrium geometry.

Geometry as XYZ:
```
17
Properties=species:S:1:pos:R:3
F 1.244 -1.056 0.835
O -2.044 -0.046 -1.647
O -0.833 -2.324 -1.811
O -1.410 0.676 1.883
C -1.456 0.001 -0.621
C -0.448 -1.764 -0.613
C 0.271 1.841 0.428
C 1.023 -1.496 -0.465
B -0.971 0.821 0.619
H 1.264 -0.816 -1.225
H -0.869 1.158 2.600
H -0.746 -2.148 0.433
H 1.647 -2.385 -0.382
H 1.303 1.432 0.741
H 0.416 2.220 -0.666
H -1.647 -2.107 -2.141
H 0.282 2.635 1.050
```

Summary:
DFT total energy = -13812.444 eV
strongest force on any atom = 5.11 eV Å⁻¹
LUMO = 0.37 eV
energy relative to the best compared isomer or geometry (same formula, charge and spin) = 31.2 kcal/mol